Formula: C37H39Cl14N5O10
Source: the OMol25 dataset
Level of theory: ωB97M-V/def2-TZVPD

The geometry in XYZ format:
```
105
C37H39Cl14N5O10 (ωB97M-V/def2-TZVPD)
Cl -27.21 -12.07 7.73
Cl -28.80 -11.98 5.21
Cl -29.36 -8.56 1.93
Cl -26.49 -8.56 -2.27
Cl -16.49 -10.71 6.24
Cl -19.47 -11.73 6.36
Cl -18.53 -9.07 2.12
Cl -20.24 -12.54 2.66
Cl -24.71 -15.00 6.36
Cl -28.05 -6.33 0.58
Cl -18.33 -6.30 1.27
Cl -21.70 -14.47 4.26
Cl -24.32 -8.55 -0.40
Cl -22.96 -13.52 8.15
O -22.82 -8.04 -4.43
O -21.87 -6.93 -6.09
O -26.33 -4.50 2.92
O -22.01 -2.26 -2.74
O -20.30 -3.31 -2.10
O -21.31 -8.63 4.73
O -22.25 -7.92 2.98
O -20.85 -5.96 7.18
O -19.56 -7.69 6.95
O -25.89 -6.62 2.95
N -21.46 -3.06 -2.07
N -20.58 -7.14 7.26
N -22.15 -8.71 3.86
N -21.89 -7.38 -4.94
N -26.41 -5.63 3.44
C -18.81 -5.79 -3.66
C -22.21 -10.02 8.76
C -22.09 -5.99 0.07
C -18.49 -6.62 -2.60
C -18.23 -10.51 5.72
C -22.21 -3.94 -1.16
C -24.19 -11.67 4.89
C -27.31 -4.58 5.47
C -24.39 -9.40 3.30
C -19.25 -7.75 -2.27
C -18.58 -7.32 2.62
C -28.37 -12.90 6.67
C -23.15 -10.80 4.80
C -23.24 -9.74 3.92
C -20.39 -7.98 -3.05
C -23.52 -9.73 8.46
C -27.25 -7.00 5.18
C -27.98 -6.06 7.23
C -27.78 -4.74 6.74
C -25.41 -11.34 4.22
C -23.46 -3.70 -0.63
C -28.32 -8.07 0.53
C -21.58 -5.10 -0.81
C -27.74 -7.15 6.48
C -21.64 -8.02 7.70
C -20.29 -14.25 3.20
C -24.07 -4.61 0.25
C -23.93 -8.58 7.83
C -25.54 -10.17 3.44
C -20.65 -7.11 -4.09
C -23.32 -5.74 0.65
C -25.14 -7.54 -1.52
C -26.96 -5.69 4.77
C -22.95 -7.67 7.48
C -23.88 -14.96 7.98
C -21.23 -9.20 8.30
C -19.88 -6.08 -4.45
H -17.56 -6.58 -2.06
H -24.14 -12.56 5.55
H -20.97 -8.87 -2.86
H -26.29 -11.94 4.42
H -28.22 -6.30 8.32
H -23.96 -2.76 -0.87
H -23.67 -6.41 1.42
H -18.25 -4.89 -3.84
H -27.90 -8.18 6.88
H -21.48 -6.82 0.41
H -20.08 -5.46 -5.33
H -24.68 -14.99 8.69
H -20.55 -5.33 -1.21
H -18.97 -8.40 -1.46
H -19.41 -14.50 3.78
H -25.03 -8.39 7.63
H -24.52 -7.12 -2.32
H -23.23 -6.72 7.05
H -20.14 -9.37 8.40
H -28.04 -3.89 7.35
H -22.10 -10.89 9.44
H -22.26 -10.99 5.34
H -17.81 -7.25 3.35
H -27.92 -13.85 6.41
H -25.67 -6.84 -0.99
H -19.52 -7.28 3.12
H -18.25 -10.55 4.65
H -28.84 -8.26 -0.40
H -23.13 -15.71 7.98
H -24.31 -10.42 8.84
H -26.50 -10.08 2.99
H -27.35 -8.55 0.54
H -20.45 -14.96 2.44
H -27.00 -7.86 4.50
H -27.16 -3.55 5.22
H -24.36 -8.65 2.57
H -18.53 -9.42 5.87
H -29.28 -13.05 7.23
H -25.07 -4.37 0.67
```

Results
Energy relative to the best compared isomer or geometry (same formula, charge and spin) (kJ/mol): 126.6
Structure (SMILES): O=[N+]([O-])c1ccccc1.O=[N+]([O-])c1ccccc1.O=[N+]([O-])c1ccccc1.O=[N+]([O-])c1ccccc1.O=[N+]([O-])c1ccccc1.ClCCl.ClCCl.ClCCl.ClCCl.ClCCl.ClCCl.ClCCl
E (Eh): -8901.639996
HOMO (eV): -9.61
Lowest unoccupied orbital energy (eV): -0.95
Charge: 0
Orbital gap (Eh): 0.3182